Entry 1:
DFT (ωB97M-V/def2-TZVPD) results for a cluster of 4 separate species, C9H16Cl6O3 in total in a non-equilibrium geometry.

As for the HOMO-LUMO gap (spin up / spin down): 0.081 / 0.379 hartree. For the total energy, the calculation gives -90868.14601 eV. The spin multiplicity is 2. As for the HOMO energy (spin up / spin down): 0.016 / -0.284 Ha. Its expectation value of S² is 0.7510. Its charge is -1.

Each line ends with the Löwdin charge.
Atoms and positions in Å:
Cl -0.9889 3.2402 -2.0411  0.519
Cl -0.3219 1.6042 3.1506  0.132
Cl -2.1778 -0.1473 -1.6079  0.532
Cl -2.6010 -4.6147 -1.2091  0.511
Cl -2.0910 -0.5921 4.7805  0.433
Cl 0.0919 -1.6851 0.1379  0.593
O 1.9294 0.0767 -4.3575  0.134
O 3.3185 1.2935 -3.0789  0.077
O 2.8192 -0.6745 -2.3940  0.038
C -1.5475 1.0642 -0.4279  -0.646
C -0.9913 -3.8757 -0.9499  -0.632
C 2.6029 0.2658 -3.3676  -0.595
C -2.1482 1.6754 3.2914  -0.678
C -2.5149 1.1619 4.6980  -0.668
C 3.4777 -0.1192 -1.3699  -0.228
C 4.2990 0.9526 -2.0913  -0.113
C -1.1420 -2.8443 0.2048  -0.768
C -0.3850 1.9439 -1.0450  -0.674
H -2.7322 1.2374 2.4819  0.051
H 2.7601 0.4086 -0.7418  0.110
H -3.5720 1.1690 4.9640  0.050
H 0.3802 1.4935 -1.6772  0.043
H -0.2554 -4.6586 -0.7666  0.070
H -2.3511 1.6611 0.0035  0.056
H 4.0350 -0.8342 -0.7646  0.127
H -2.0894 -2.3210 0.0756  0.017
H 4.7517 1.6832 -1.4210  0.113
H -1.2043 0.5625 0.4769  -0.011
H -1.9815 1.7597 5.4371  0.061
H -1.2770 -3.3991 1.1332  0.076
H -0.8391 -3.3017 -1.8640  0.051
H 5.1532 0.6213 -2.6818  0.124
H -2.5583 2.6852 3.3033  0.056
H 0.1510 2.5079 -0.2816  0.038

=====

Entry 2:
DFT (ωB97M-V/def2-TZVPD) results for a cluster of 2 separate species, CH7N2S in total in a non-equilibrium geometry.

As for the HOMO-LUMO gap: 0.275 hartree. For the total energy, the calculation gives -14966.59594 eV. The spin multiplicity is 1. For the energy relative to the best compared isomer or geometry (same formula, charge and spin), the calculation gives 56.9 kJ/mol. As for the HOMO energy: -0.110 Ha. Its charge is -1.

Each line ends with the Löwdin charge.
Atoms and positions in Å:
S 2.5604 0.5499 0.3085  -0.264
N -0.5865 -0.6263 -0.9877  -0.055
N -0.9218 1.0258 0.8243  -0.039
C -0.7997 -0.4242 0.4846  -0.396
H 0.0204 0.0628 -1.3247  -0.026
H -1.4996 1.4001 0.0613  0.046
H 0.0694 -0.7850 0.9872  0.036
H 0.0254 1.3598 0.7026  -0.046
H 2.6842 -0.3637 -0.7551  -0.412
H -1.7687 -0.8157 0.7388  0.072
H 0.2166 -1.3836 -1.0399  0.084

=====

Entry 3:
DFT (ωB97M-V/def2-TZVPD) results for a cluster of 4 separate species, C23H41N2O6 in total in a non-equilibrium geometry.

As for the HOMO-LUMO gap: 0.258 hartree. For the total energy, the calculation gives -39762.57822 eV. The spin multiplicity is 1. For the energy relative to the best compared isomer or geometry (same formula, charge and spin), the calculation gives 898.3 kJ/mol. As for the HOMO energy: -0.404 Ha. Its charge is +1.

Each line ends with the Löwdin charge.
Atoms and positions in Å:
O 4.5256 1.7795 3.3098  0.049
O -5.1164 -0.9883 -1.0615  0.061
O 6.5996 0.9473 3.4626  0.002
O -5.0664 3.8829 -6.4112  -0.002
O -5.0060 1.6473 -6.2845  0.080
O -4.0418 -0.1634 -2.8454  -0.014
N 3.1549 -1.5991 1.9646  0.034
N 2.7639 -0.5027 2.7178  -0.058
C -0.9570 -1.5333 3.3741  -0.162
C -3.9366 5.7763 -5.3809  -0.069
C -3.2831 -0.9547 1.8065  -0.034
C 8.8300 1.5129 2.6699  -0.059
C -1.3847 -3.1266 3.5781  -0.044
C -3.6889 -2.5388 2.0060  -0.054
C 0.4565 -0.8841 3.9887  -0.137
C -2.7943 -3.6263 2.8627  -0.051
C -5.0047 2.7319 -5.7075  -0.491
C -1.8824 -0.4487 2.5008  -0.028
C 7.8046 0.4163 2.8819  -0.222
C 3.4407 -3.2336 4.0899  -0.057
C 5.5884 1.5018 2.7598  -0.502
C 5.8140 1.8514 1.3165  0.017
C 2.9088 -2.7889 2.6043  -0.215
C -4.8487 2.8013 -4.2151  0.006
C 1.9487 -3.9034 1.8113  -0.039
C 1.2626 -0.2995 2.6508  -0.118
C -3.2041 -0.9797 -4.9796  -0.056
C -2.9286 -0.1267 -3.7567  -0.226
C -4.2355 -1.1163 -1.9082  -0.501
C -3.4142 -2.3725 -1.9699  0.010
C -5.2584 5.1864 -5.8324  -0.226
H -5.6814 5.8167 -6.6218  0.126
H -1.9973 -0.4006 -3.2528  0.113
H 2.3341 -3.9602 0.6972  0.101
H -4.6742 -2.9219 1.4863  0.098
H 0.1552 -0.0047 4.7182  0.130
H -5.2931 3.6881 -3.7664  0.074
H 3.1299 -0.4884 3.6995  0.167
H -3.0828 -4.7712 3.0120  0.098
H -2.3808 -0.9052 -5.6955  0.088
H 2.7782 -4.0374 4.6332  0.100
H 0.9253 0.8037 2.4363  0.147
H -4.1288 -0.6577 -5.4700  0.077
H 3.5189 -2.3142 4.8412  0.090
H -3.2500 -2.7297 -0.9476  0.071
H -3.4706 5.1691 -4.6003  0.065
H 7.5884 -0.1414 1.9662  0.116
H -3.3377 -2.0319 -4.7144  0.069
H -2.4257 -2.2317 -2.4039  0.071
H -0.6585 -3.8332 4.1826  0.088
H -3.7873 2.7510 -3.9631  0.083
H 0.8833 -0.9682 1.7396  0.145
H 9.7641 1.0979 2.2811  0.090
H 9.0385 2.0291 3.6130  0.091
H 4.5101 -3.7077 3.9431  0.114
H 2.0528 -4.9871 2.2531  0.094
H 4.8681 1.7284 0.7782  0.091
H -5.3667 1.9438 -3.7723  0.095
H -1.5130 0.6744 2.3681  0.095
H -4.0782 6.7890 -4.9932  0.083
H 8.2000 -0.3105 3.5994  0.128
H -3.8865 -0.1693 1.1809  0.094
H 3.1938 0.3476 2.2429  0.159
H -3.2293 5.8138 -6.2163  0.086
H 8.4699 2.2705 1.9687  0.071
H -2.8159 0.9178 -4.0661  0.100
H 0.8115 -3.5523 1.7690  0.092
H -3.9615 -3.1311 -2.5335  0.103
H 6.1365 2.8924 1.2462  0.109
H 6.5340 1.2072 0.8145  0.078
H 1.0821 -1.6902 4.5745  0.102
H -6.0021 5.1563 -5.0309  0.115

=====

Entry 4:
DFT (ωB97M-V/def2-TZVPD) results for a cluster of 2 separate species, C10H15FO2 in total in a non-equilibrium geometry.

As for the HOMO-LUMO gap (spin up / spin down): 0.251 / 0.251 hartree. For the total energy, the calculation gives -17416.51692 eV. The spin multiplicity is 1. For the energy relative to the best compared isomer or geometry (same formula, charge and spin), the calculation gives 435.0 kJ/mol. As for the HOMO energy (spin up / spin down): -0.285 / -0.285 Ha. Its charge is 0.

Each line ends with the Löwdin charge.
Atoms and positions in Å:
F -2.4988 0.2186 1.3303  0.037
O 4.2583 -1.4468 -0.1776  0.124
O -2.0347 -1.6940 -0.6951  -0.026
C 0.1802 -1.8143 0.8247  -0.131
C -3.4862 0.7048 -0.7550  0.009
C 1.4980 -0.3937 -1.8639  0.111
C 2.4711 -0.4224 -1.0854  -0.185
C 3.6065 0.7876 0.7160  0.020
C -2.2232 0.5714 0.0498  -0.583
C -1.6132 1.9391 0.1402  -0.039
C -0.0420 -0.4865 0.2322  0.023
C -1.3205 -0.4607 -0.5493  -0.386
C 3.5055 -0.3947 -0.2157  -0.384
H -2.0420 2.7414 0.8614  0.128
H -1.0067 -0.2735 -1.5616  0.130
H -4.2536 0.3898 -0.0508  0.101
H 3.3787 1.6460 0.2158  0.059
H 5.1885 -1.1860 0.0735  0.164
H -3.4658 0.0500 -1.5216  0.043
H -3.6798 1.7250 -1.1467  0.104
H -0.5725 2.0556 0.3261  0.053
H -0.6189 -2.0596 1.5655  0.108
H 2.7921 0.6856 1.4380  0.107
H -1.6996 2.5195 -0.7483  0.066
H 4.6091 0.8679 1.1475  0.093
H 0.3469 -2.5883 0.0223  0.115
H -2.4772 -1.7992 0.1381  0.076
H 1.1999 -1.8826 1.2895  0.062

=====

Entry 5:
DFT (ωB97M-V/def2-TZVPD) results for a structure of composition C17H28F3KN6O3S in a non-equilibrium geometry.

As for the HOMO-LUMO gap: 0.299 hartree. For the total energy, the calculation gives -68480.90561 eV. The spin multiplicity is 1. As for the HOMO energy: -0.290 Ha. Its charge is 0.

Each line ends with the Löwdin charge.
Atoms and positions in Å:
K -0.3526 -0.1768 -0.1471  0.864
S -2.6306 -0.3280 -1.9564  0.457
F -1.7545 -2.7662 -2.3878  0.109
F -2.8413 -1.8709 -4.0412  0.132
F -3.9121 -2.5983 -2.2998  0.138
O -3.7371 0.4195 -2.4768  -0.265
O -2.6704 -0.6134 -0.5170  -0.450
O -1.3009 0.0918 -2.4093  -0.426
N 3.5324 1.8427 -0.2686  -0.166
N -1.8800 -0.1428 3.1085  -0.147
N 0.2842 0.1458 2.4028  0.062
N 2.2020 -0.0152 0.3414  0.054
N -0.3346 -1.7973 3.6267  -0.162
N 2.6867 0.3833 -1.8813  -0.144
C 1.6590 0.0202 2.7208  -0.250
C 2.8123 0.7022 -0.5478  -0.390
C 2.0985 -0.8872 -2.2826  -0.055
C 4.7939 2.1358 -0.9036  -0.064
C -0.8687 -2.1576 4.9174  -0.063
C 0.6982 -2.6593 3.0930  -0.035
C 3.4341 -0.0762 4.3742  -0.095
C 3.9641 -0.1652 2.0392  -0.044
C -2.8031 -1.9788 -2.7078  -0.663
C 2.6251 -0.0159 1.6912  -0.252
C 2.0922 0.0336 4.0443  -0.043
C 3.1688 2.6696 0.8652  -0.036
C -0.5855 -0.5698 3.0502  -0.410
C 4.3760 -0.1952 3.3622  -0.096
C -2.1856 1.2287 2.7578  -0.047
C 2.5264 1.4144 -2.8920  -0.041
C -3.0022 -1.0534 2.9902  -0.039
H -1.3942 -3.1167 4.8793  0.090
H 3.7369 -0.0725 5.4124  0.099
H 2.2803 -1.6329 -1.5140  0.089
H -3.0730 1.5478 3.3073  0.091
H 4.7956 3.1375 -1.3459  0.089
H -2.4098 1.3315 1.6892  0.085
H -3.4436 -0.9767 1.9932  0.086
H -1.3486 1.8729 3.0070  0.087
H -3.7624 -0.8142 3.7374  0.094
H 5.6096 2.0872 -0.1742  0.090
H 1.4757 1.4917 -3.1898  0.097
H 1.3513 0.1199 4.8304  0.116
H 0.3320 -3.6890 3.0826  0.094
H -2.6780 -2.0763 3.1586  0.082
H 4.7022 -0.2442 1.2492  0.116
H 1.6277 -2.6165 3.6696  0.093
H 3.8184 2.5087 1.7307  0.091
H -1.5673 -1.3963 5.2574  0.091
H 0.9304 -2.3700 2.0702  0.091
H 3.2232 3.7198 0.5668  0.093
H 2.8560 2.3769 -2.5169  0.079
H 1.0209 -0.7900 -2.4754  0.063
H 4.9919 1.4137 -1.6920  0.091
H 2.5549 -1.2241 -3.2141  0.093
H -0.0612 -2.2398 5.6536  0.091
H 2.1462 2.4506 1.1628  0.095
H 5.4254 -0.3049 3.6015  0.099
H 3.1130 1.1679 -3.7791  0.094

=====

Entry 6:
DFT (ωB97M-V/def2-TZVPD) results for the ion C3H7O2 with charge +1 in a non-equilibrium geometry.

As for the HOMO-LUMO gap: 0.356 hartree. For the total energy, the calculation gives -7310.10155 eV. The spin multiplicity is 1. For the energy relative to the best compared isomer or geometry (same formula, charge and spin), the calculation gives 101.7 kJ/mol. As for the HOMO energy: -0.593 Ha. Its charge is +1.

Each line ends with the Löwdin charge.
Atoms and positions in Å:
O 0.0808 1.4436 -0.0537  -0.001
O 1.0295 -0.4357 0.6240  0.108
C 1.8485 -0.2836 -0.3157  0.265
C -1.1982 -0.5829 -0.1008  0.016
C -0.1843 0.3030 0.6583  -0.410
H -0.5464 0.4012 1.6719  0.174
H -1.3528 -1.5608 0.3895  0.108
H 2.5619 -1.0720 -0.4836  0.151
H -0.7824 2.0225 -0.0396  0.209
H -2.1613 0.0085 -0.1293  0.121
H -0.8863 -0.7179 -1.1607  0.109
H 1.5910 0.4743 -1.0605  0.149